(1)
Density functional theory data (wB97M-V/def2-TZVPD) for an isolated molecule of C6H12N2O.

```
! RIJCOSX wB97M-V def2-TZVPD def2/J DEFGRID3
* xyz 0 1
C 0.32564 0.16387 -1.97084
C 0.39767 -2.62210 0.91114
C -0.99692 2.22014 -0.46625
C 0.70396 1.90816 1.15799
C -0.47842 -2.13158 -0.25702
C 0.42250 0.23794 -0.55010
N 0.16683 0.13447 -3.10617
N 0.26309 1.47749 -0.14546
O -0.87821 -0.83733 -0.15321
H 0.06637 -2.38609 1.93156
H 0.43471 -3.76114 0.77041
H 1.35288 -2.31607 0.84381
H -1.83815 1.56926 -0.55038
H -1.26943 2.93067 0.28766
H -0.76629 2.72519 -1.40197
H 0.39222 2.96730 1.23520
H 0.13102 1.24554 2.01213
H 1.81620 1.86690 1.30293
H -1.53087 -2.64325 -0.38310
H 0.08833 -2.31850 -1.28297
H 1.19684 -0.43087 -0.18535
*
```

Computed properties:
SMILES: CCO[C@@H](C#N)N(C)C
Gap between HOMO and LUMO (eV): 9.978
LUMO level (eV): 0.754

Results of the Mulliken charge analysis, in e, for atoms 1 through 2: atom 1 (C): 0.30, atom 2 (C): -1.14


(2)
Density functional theory data (wB97M-V/def2-TZVPD) for a cluster of 2 separate species, C6H12N2O in total.

```
! RIJCOSX wB97M-V def2-TZVPD def2/J DEFGRID3
* xyz 0 1
C -1.12366 -2.88771 -2.89696
C 0.77909 0.16345 -2.40066
C -1.01111 -0.69505 -1.39333
C -0.72136 -1.57614 -2.42390
N -0.14064 0.38934 -1.35519
N 0.51890 -0.99106 -3.03804
H 0.01597 0.81427 -0.40919
H 1.67201 0.80487 -2.33474
H -1.78576 -0.71504 -0.68451
H -0.23128 -3.14394 -3.43106
H -1.94763 -2.64456 -3.52853
H -1.19234 -3.61039 -2.10544
C 0.43099 1.18107 2.42719
C 1.33537 1.73044 3.47652
O -0.59789 2.11891 2.03548
H 0.89118 1.02862 1.51002
H -0.20555 0.40609 2.76165
H 1.67355 2.68777 3.05912
H -1.34496 2.22245 2.73616
H 2.21163 1.12629 3.58296
H 0.77347 1.59034 4.41246
*
```

Computed properties:
SMILES: Cc1c[nH]cn1.CCO
Gap between HOMO and LUMO (eV): 9.137
LUMO level (eV): 0.667

Results of the Mulliken charge analysis, in e, for atoms 1 through 2: atom 1 (C): -1.10, atom 2 (C): -0.18


(3)
Density functional theory data (wB97M-V/def2-TZVPD) for a cluster of 2 separate species, C6H12N2O in total.

```
! RIJCOSX wB97M-V def2-TZVPD def2/J DEFGRID3
* xyz 0 1
C 1.39803 1.57934 -0.28019
C 0.99696 -0.58891 -1.40591
N 0.70462 0.30786 -0.31157
C 0.58554 -0.52185 1.18513
N 0.93622 -0.05391 2.31459
H 0.70168 0.92983 2.43153
H 0.83572 -1.56043 0.94625
H 2.40340 1.48744 0.13822
H 1.46733 2.04566 -1.26924
H 0.83183 2.25997 0.36066
H 2.02755 -0.94811 -1.37458
H 0.32412 -1.45876 -1.32224
H 0.76199 -0.12216 -2.36865
C -1.37274 0.64535 -0.49018
C -1.53443 -0.33515 0.69304
C -1.93712 -1.60183 0.38050
O -1.85598 0.35921 -1.60882
H -1.40111 1.69523 -0.13971
H -1.76193 0.11409 1.65249
H -2.22046 -1.83205 -0.64416
H -1.89122 -2.40083 1.11281
*
```

Computed properties:
SMILES: [H]/N=C\N(C)C.C=CC=O
Gap between HOMO and LUMO (eV): 8.721
LUMO level (eV): -0.122

Results of the Mulliken charge analysis, in e, for atoms 1 through 2: atom 1 (C): -1.15, atom 2 (C): -1.11


It comes down to (2), which is 1.280 eV more stable than the next structure.


(1)
Density functional theory data (wB97M-V/def2-TZVPD) for an isolated molecule of C6H12N2O.

```
! RIJCOSX wB97M-V def2-TZVPD def2/J DEFGRID3
* xyz 0 1
C 0.86343 -0.54526 -0.51453
C 0.10037 -1.73863 0.20184
C -1.95445 -0.42685 0.38190
C -1.28715 0.54679 -0.54087
C -0.61912 1.86129 -0.66809
C 0.10330 0.73771 -0.02128
H 2.70041 0.33667 -0.69246
H 2.73683 -1.27927 -0.46629
H 0.65887 -0.65746 -1.59787
H 0.45347 -1.75503 1.24194
H 0.51261 -2.64580 -0.24387
H -1.82700 -0.15198 1.44424
H -3.01855 -0.66004 0.23738
H -1.40312 0.04900 -1.52709
H -0.97803 2.62251 0.05444
H -0.36796 2.12438 -1.72821
H 0.68442 2.05369 1.52055
H 1.28676 0.58717 1.64128
N 2.27323 -0.43357 -0.15191
N 0.41853 1.06574 1.40341
O -1.33688 -1.69108 0.02549
*
```

Computed properties:
SMILES: N[C@H]1COC[C@H]2C[C@@]21N
Gap between HOMO and LUMO (eV): 9.039
LUMO level (eV): 0.813

Results of the Mulliken charge analysis, in e, for atoms 1 through 2: atom 1 (C): -0.19, atom 2 (C): -0.68


(2)
Density functional theory data (wB97M-V/def2-TZVPD) for a structure of composition C6H12N2O.

```
! RIJCOSX wB97M-V def2-TZVPD def2/J DEFGRID3
* xyz 0 1
C 0.76752 1.70934 -0.27875
C 0.83014 0.26996 -0.71356
C 1.17434 -1.77909 0.93914
C 1.75883 -0.14587 -1.59759
N 0.48867 -0.72085 0.71507
H 1.43671 2.30803 -0.89817
H -0.24293 2.10912 -0.37354
H 1.10459 1.81851 0.75493
H 2.18613 -1.84923 0.55144
H 0.79646 -2.60500 1.53343
H 1.80634 -1.17686 -1.92555
H 2.39079 0.57111 -2.10289
C -1.71580 0.19261 1.45565
C -0.97815 -0.75427 0.52061
O -1.85972 0.57198 -1.23568
N -0.90074 -0.42486 -0.89100
H -1.96448 0.41357 -2.18205
H -1.35129 -1.77209 0.66298
H -1.57969 -0.13338 2.48877
H -2.77910 0.17918 1.21648
H -1.36862 1.21810 1.36030
*
```

Computed properties:
Gap between HOMO and LUMO (spin up / spin down) (eV): 7.167 / 7.169
LUMO level (spin up / spin down) (eV): 0.118 / 0.118

Results of the Mulliken charge analysis, in e, for atoms 1 through 2: atom 1 (C): -1.37, atom 2 (C): 1.19


It comes down to (1), which is 2.755 eV more stable than the next structure.


(1)
Density functional theory data (wB97M-V/def2-TZVPD) for an isolated molecule of C6H12N2O.

```
! RIJCOSX wB97M-V def2-TZVPD def2/J DEFGRID3
* xyz 0 1
C 2.24992 -0.32935 -0.73193
C 0.10988 1.01403 2.03427
C -2.14156 -1.06103 0.32170
N 1.12364 0.59312 -0.64092
C -0.32930 0.12049 -1.05464
C 0.17270 -0.25580 1.20454
C -0.87779 -0.31825 0.07124
N -0.81489 0.54838 -2.23166
O 0.56018 -1.32551 1.70221
H 1.35142 1.49650 -1.04633
H -0.17548 0.43438 -3.00922
H -1.82062 0.56692 -2.34636
H 1.91209 -1.34348 -0.96359
H 2.93460 0.00344 -1.51793
H 2.81445 -0.34765 0.20404
H -0.26077 0.76736 3.03207
H 1.11889 1.42215 2.12778
H -0.54802 1.77772 1.61089
H -1.89824 -2.03655 0.75587
H -2.74555 -0.52696 1.06186
H -2.73554 -1.19992 -0.58387
*
```

Computed properties:
SMILES: CN/C(N)=C(/C)C(C)=O
Gap between HOMO and LUMO (eV): 8.716
LUMO level (eV): 0.700

Results of the Mulliken charge analysis, in e, for atoms 1 through 2: atom 1 (C): -0.88, atom 2 (C): -1.22


(2)
Density functional theory data (wB97M-V/def2-TZVPD) for an isolated molecule of C6H12N2O.

```
! RIJCOSX wB97M-V def2-TZVPD def2/J DEFGRID3
* xyz 0 1
C -0.12979 0.26700 0.95051
C 0.13940 -2.09141 -1.27615
C -1.47227 -0.43489 0.91353
C -0.26295 1.75268 1.25109
C -0.09555 0.87428 -1.70269
C 0.97603 0.02622 -0.40211
N 2.12530 0.74680 -0.14024
N 1.11222 -1.05718 -1.08810
O -1.10337 0.57500 -2.17443
H 0.50532 -0.20180 1.70757
H 2.06268 1.75064 -0.14186
H 2.91031 0.38516 -0.66961
H 0.51977 -2.75346 -2.05611
H -0.85399 -1.74857 -1.60032
H -0.01662 -2.67727 -0.36744
H -2.03658 -0.18067 0.01533
H -2.07408 -0.12292 1.77174
H -1.36723 -1.51585 0.97521
H -0.90276 1.89630 2.12409
H -0.73413 2.29829 0.43243
H 0.69829 2.21165 1.47756
*
```

Computed properties:
Gap between HOMO and LUMO (eV): 9.141
LUMO level (eV): 0.484

Results of the Mulliken charge analysis, in e, for atoms 1 through 2: atom 1 (C): 0.50, atom 2 (C): -0.80


It comes down to (1), which is 0.598 eV more stable than the next structure.


(1)
Density functional theory data (wB97M-V/def2-TZVPD) for the ion C6H13N with charge -1.

```
! RIJCOSX wB97M-V def2-TZVPD def2/J DEFGRID3
* xyz -1 2
C 0.51548 1.39003 -1.68096
C 1.13150 1.19360 -0.24258
N 0.85511 -1.73290 -0.43087
C -0.04375 -0.94133 0.18489
C 0.05826 0.43325 0.53309
C -1.02371 1.18551 1.39528
C -1.31931 -1.65436 0.47908
H -0.59171 1.32543 -1.56416
H 0.95379 0.65506 -2.36880
H 1.05543 2.38324 -2.09004
H 2.12472 0.67375 -0.38277
H 1.11116 2.28186 0.13214
H 0.98771 -2.72931 -0.26304
H 1.63923 -1.25920 -0.80547
H -1.93096 0.61491 1.70761
H -0.65539 1.77193 2.27031
H -1.50896 2.07330 0.69398
H -1.63940 -1.61769 1.52303
H -2.13964 -1.07869 0.01866
H -1.30252 -2.60453 0.13183
*
```

Computed properties:
Gap between HOMO and LUMO (spin up / spin down) (eV): 2.800 / 7.221
LUMO level (spin up / spin down) (eV): 4.127 / 3.874

Results of the Mulliken charge analysis, in e, for atoms 1 through 2: atom 1 (C): -1.23, atom 2 (C): -1.45


(2)
Density functional theory data (wB97M-V/def2-TZVPD) for the ion C6H13N with charge -1.

```
! RIJCOSX wB97M-V def2-TZVPD def2/J DEFGRID3
* xyz -1 2
C 1.38299 -1.49250 -1.12721
C 1.88759 -1.12720 0.26078
C 1.19588 0.07293 0.91408
C -0.31302 -0.11030 1.08419
N -2.94196 1.95904 -0.82938
C -2.16841 1.35209 0.23175
C -1.11101 0.59196 0.03121
H 1.70110 -2.49355 -1.40716
H 0.30608 -1.39434 -1.22723
H 1.85728 -0.84887 -1.87175
H 1.95222 -1.96519 0.97491
H 2.96540 -0.90752 0.22552
H 1.49233 0.90085 0.28544
H 1.65258 0.11959 1.91032
H -0.54978 -1.16633 0.98013
H -0.63725 0.18994 2.08361
H -2.57252 2.86639 -1.10302
H -2.78183 1.37489 -1.65243
H -2.61179 1.51898 1.20996
H -0.70588 0.55917 -0.97372
*
```

Computed properties:
Gap between HOMO and LUMO (spin up / spin down) (eV): 2.531 / 9.467
LUMO level (spin up / spin down) (eV): 4.039 / 3.986

Results of the Mulliken charge analysis, in e, for atoms 1 through 2: atom 1 (C): -2.65, atom 2 (C): -1.12


It comes down to (2), which is 1.133 eV more stable than the next structure.


(1)
Density functional theory data (wB97M-V/def2-TZVPD) for the ion C5H13N2O with charge -2.

```
! RIJCOSX wB97M-V def2-TZVPD def2/J DEFGRID3
* xyz -2 2
C 0.67821 0.06868 1.62818
C 0.24044 0.61363 0.27107
C 0.65048 -0.29769 -0.85326
C 0.14459 -1.73963 -0.80754
N 0.59523 -2.61061 0.25928
N -1.13934 0.75645 0.01531
C -1.29069 2.29296 -0.84941
O -0.70128 3.27195 -0.26400
H 0.60866 1.01910 2.16338
H 1.76627 -0.06100 1.58196
H 0.15306 -0.69174 1.93801
H 0.71533 1.67281 0.11458
H 0.22689 0.13758 -1.81169
H 1.84733 -0.52569 -0.79459
H 0.46264 -2.41690 -1.69121
H -0.90903 -1.58578 -0.91783
H 1.20235 -1.98040 0.90753
H -0.24002 -2.94170 0.85873
H -1.62841 0.65884 0.78084
H -2.44761 2.34721 -0.60684
H -0.93511 2.01193 -1.92248
*
```

Computed properties:
Gap between HOMO and LUMO (spin up / spin down) (eV): 2.817 / 7.111
LUMO level (spin up / spin down) (eV): 6.957 / 6.789

Results of the Mulliken charge analysis, in e, for atoms 1 through 2: atom 1 (C): -3.97, atom 2 (C): 1.89


(2)
Density functional theory data (wB97M-V/def2-TZVPD) for the ion C5H13N2O with charge -2.

```
! RIJCOSX wB97M-V def2-TZVPD def2/J DEFGRID3
* xyz -2 2
C -0.15162 -2.13323 1.01973
O -0.11779 -2.08299 2.30026
C 0.29528 -0.50544 0.47694
C -0.93654 0.03417 -0.22164
C -0.92821 1.47328 -0.75000
C 0.45867 1.78258 -1.47434
N 0.49449 1.12310 -2.79273
N 0.75346 0.29901 1.64073
H -1.11270 -2.41847 0.63129
H 0.52935 -2.98457 0.62097
H 1.19731 -0.79095 -0.04224
H -1.72255 -0.20149 0.50331
H -1.05259 -0.58635 -1.11409
H -1.16989 2.19836 0.13123
H -1.78151 1.63409 -1.39141
H 0.62660 2.83573 -1.61883
H 1.25717 1.38871 -0.68513
H 0.54399 0.12927 -2.77237
H 1.26629 1.49672 -3.26010
H 0.00526 0.67475 2.11886
H 1.19445 -0.57485 2.23623
*
```

Computed properties:
Gap between HOMO and LUMO (spin up / spin down) (eV): 2.750 / 6.667
LUMO level (spin up / spin down) (eV): 6.922 / 6.826

Results of the Mulliken charge analysis, in e, for atoms 1 through 2: atom 1 (C): -0.52, atom 2 (O): -0.87


It comes down to (2), which is 1.107 eV more stable than the next structure.


(1)
Density functional theory data (wB97M-V/def2-TZVPD) for a cluster of 2 separate species, C3H11N2O in total.

```
! RIJCOSX wB97M-V def2-TZVPD def2/J DEFGRID3
* xyz 1 1
C -0.79339 1.29253 -0.92577
C -0.49316 0.52231 0.35078
C -1.13912 -0.61943 0.64421
N -2.02568 -1.28050 -0.16107
N 0.84957 0.74068 0.92328
H -1.87782 1.38500 -0.99009
H -0.42618 2.31445 -0.84370
H -0.39524 0.73063 -1.77428
H -0.93451 -1.13335 1.57762
H -2.57126 -0.83519 -0.88181
H -2.46438 -2.03734 0.34247
H 1.09446 1.71173 0.73793
H 0.78448 0.49297 1.90029
H 1.54270 0.20275 0.35486
H 3.18781 -0.81758 -1.06373
H 2.92903 -1.78928 0.04280
O 2.73269 -0.88039 -0.23379
*
```

Computed properties:
Gap between HOMO and LUMO (eV): 9.345
LUMO level (eV): -3.089

Results of the Mulliken charge analysis, in e, for atoms 1 through 2: atom 1 (C): -1.45, atom 2 (C): 0.40


(2)
Density functional theory data (wB97M-V/def2-TZVPD) for a cluster of 2 separate species, C3H11N2O in total.

```
! RIJCOSX wB97M-V def2-TZVPD def2/J DEFGRID3
* xyz 1 1
C 0.70023 1.10716 -0.43114
C -0.32767 0.30354 0.21045
C -0.93308 0.60519 1.36766
N -0.61499 1.68718 2.12291
N -0.81217 -0.89497 -0.48428
H 0.51632 2.17698 -0.47818
H 1.02842 0.79452 -1.42258
H 1.65399 1.07638 0.13213
H -1.65737 -0.05878 1.82426
H -0.31022 2.49693 1.63751
H -0.88835 1.90144 3.05862
H -1.51637 -0.75077 -1.21181
H -1.14028 -1.52723 0.24928
H -0.02241 -1.42379 -0.92381
H 1.59327 -2.60170 -2.62898
H 1.60572 -2.65288 -1.15019
O 1.12497 -2.23922 -1.87185
*
```

Computed properties:
Gap between HOMO and LUMO (eV): 9.238
LUMO level (eV): -3.173

Results of the Mulliken charge analysis, in e, for atoms 1 through 2: atom 1 (C): -1.46, atom 2 (C): 0.55


It comes down to (2), which is 0.057 eV more stable than the next structure.